1.
{"formula": "C8H13N2O", "method": "ωB97M-V/def2-TZVPD", "species": ["O", "N", "N", "C", "C", "C", "C", "C", "C", "C", "C", "H", "H", "H", "H", "H", "H", "H", "H", "H", "H", "H", "H", "H"], "positions_angstrom": [[0.824, 2.050, -0.164], [-0.415, -0.104, -0.163], [2.096, 0.098, -0.080], [-1.993, 1.214, 0.946], [-0.296, -1.385, -0.119], [-2.822, -0.408, -0.825], [3.477, 0.745, -0.064], [-1.662, 0.553, -0.431], [1.021, 0.893, -0.073], [2.103, -1.228, 0.203], [0.946, -1.974, 0.289], [-2.616, -0.960, -1.799], [3.424, 1.723, 0.152], [0.890, -3.065, 0.633], [-1.488, 1.353, -1.271], [-1.107, 1.566, 1.425], [-1.232, -2.020, -0.083], [-2.770, 2.031, 0.851], [3.932, 0.244, 0.705], [-2.652, 0.579, 1.467], [3.031, -1.674, 0.335], [-2.960, -1.062, 0.122], [3.982, 0.587, -0.969], [-3.712, 0.246, -1.087]], "mulliken_charge": [-0.4292, -0.0091, -0.1072, -1.2288, 0.5375, -1.4408, -1.1445, 0.2191, 0.5497, 0.0278, -0.8898, 0.3491, 0.4424, 0.3140, 0.3257, 0.4115, 0.2882, 0.3385, 0.4422, 0.3851, 0.4686, 0.4630, 0.3363, 0.3508], "charge": 1, "smiles": "CC(C)n1ccc[n+](C)c1=O", "e_tot_ha": -497.08461, "multiplicity": 1, "lumo_energy_ev": -4.53, "relative_energy_kj_mol": 174.0, "orbital_gap_ev": 9.1960}



2.
{"formula": "C32H37BF7N5OSiV", "method": "ωB97M-V/def2-TZVPD", "species": ["V", "Si", "F", "F", "F", "F", "F", "F", "F", "O", "N", "N", "N", "N", "N", "C", "C", "C", "C", "C", "C", "C", "C", "C", "C", "C", "C", "C", "C", "C", "C", "C", "C", "C", "C", "C", "C", "C", "C", "C", "C", "C", "C", "C", "C", "C", "C", "B", "H", "H", "H", "H", "H", "H", "H", "H", "H", "H", "H", "H", "H", "H", "H", "H", "H", "H", "H", "H", "H", "H", "H", "H", "H", "H", "H", "H", "H", "H", "H", "H", "H", "H", "H", "H", "H"], "positions_angstrom": [[-0.951, 0.347, 0.977], [1.144, 0.257, -1.711], [0.990, 2.044, 4.028], [2.646, 1.614, 2.505], [0.592, 0.568, 2.274], [-2.123, -0.960, -1.301], [-2.016, -2.412, 0.248], [-3.510, -0.842, 0.343], [0.789, 2.828, 1.880], [0.192, 0.056, -0.205], [-1.806, 1.765, 2.312], [1.206, -3.620, 1.607], [-2.159, 1.616, -0.233], [-2.771, 3.688, 2.715], [-3.098, 3.575, -0.560], [-1.312, -1.138, 2.374], [0.447, 3.670, -3.996], [-0.306, -1.986, 2.829], [-2.419, 2.801, 1.774], [-2.536, -1.015, 3.014], [0.441, -1.068, -2.821], [-1.053, -1.781, -4.595], [-2.745, -1.685, 4.212], [0.249, 4.651, -3.036], [-1.734, -2.467, 4.741], [3.396, -1.017, -0.403], [-2.356, 3.180, 3.929], [0.807, -2.406, -2.646], [0.552, 3.005, -1.313], [-2.588, 2.728, 0.344], [0.319, 4.317, -1.690], [3.659, -0.070, -2.708], [-2.988, 2.972, -1.793], [0.256, -3.412, -3.422], [-0.504, -0.781, -3.808], [0.715, 1.994, -2.263], [3.510, 1.443, -0.735], [-2.405, 1.766, -1.580], [1.473, -4.654, 2.577], [0.307, -4.054, 0.562], [2.993, 0.128, -1.333], [-2.218, -1.109, 0.036], [0.994, -2.276, 2.090], [0.689, 2.358, -3.610], [-1.757, 1.989, 3.664], [-0.539, -2.609, 4.058], [-0.673, -3.101, -4.403], [1.335, 1.869, 2.725], [3.361, -1.003, -3.188], [0.224, 5.085, -0.932], [-3.693, -1.583, 4.723], [-0.827, 0.241, -3.975], [1.826, -2.016, 2.751], [4.589, 1.359, -0.590], [-0.642, -4.461, 0.943], [3.157, -2.005, -0.801], [0.064, -3.219, -0.098], [0.647, 2.789, -0.257], [-3.488, 4.486, -0.386], [0.249, -3.210, 4.488], [-3.249, 4.563, 2.581], [-1.876, -2.973, 5.685], [3.439, 0.754, -3.391], [0.864, 1.617, -4.381], [2.943, -0.918, 0.579], [2.211, -4.310, 3.304], [4.742, -0.094, -2.573], [-1.097, -3.884, -5.016], [0.579, -4.998, 3.116], [1.058, -1.619, 1.229], [4.479, -0.986, -0.257], [3.333, 2.291, -1.396], [0.429, 3.926, -5.046], [1.532, -2.681, -1.888], [-1.777, -1.530, -5.358], [-3.324, -0.388, 2.620], [-2.515, 3.709, 4.849], [1.892, -5.520, 2.062], [0.787, -4.832, -0.035], [0.555, -4.439, -3.262], [-1.289, 1.290, 4.334], [-2.144, 1.009, -2.292], [0.075, 5.676, -3.337], [-3.322, 3.452, -2.694], [3.071, 1.659, 0.237]], "mulliken_charge": [-0.1131, -1.7739, -0.2856, -0.3422, 0.0583, -0.1297, -0.1570, -0.2842, -0.2399, 2.4854, 1.3296, 0.3036, 0.0457, -0.0632, -0.0115, 1.1487, -0.9241, 0.9385, -0.1598, -0.2406, 1.3508, -0.9446, -1.1456, -0.7077, -0.9553, -1.8271, -0.9124, -0.2406, -0.4469, -0.2803, -0.8688, -1.8338, -1.0987, -0.6715, -0.0838, 0.7202, -1.6422, -0.1591, -1.1147, -0.7595, 2.4288, 0.3440, -0.0028, -0.2172, -0.5981, -0.6744, -0.7553, -0.1000, 0.3180, 0.5562, 0.4735, 0.2375, 0.7071, 0.6133, 0.3471, 0.3616, -0.0852, 0.4866, 0.1896, 0.6497, 0.1785, 0.4514, 0.3675, 0.5472, 0.2928, 0.3356, 0.5259, 0.4085, 0.3779, -1.7017, 0.5961, 0.2824, 0.4653, 0.1737, 0.4516, 0.3826, 0.4222, 0.3630, 0.4369, 0.4687, 0.5494, 0.3104, 0.4251, 0.4055, 0.2406], "charge": 1, "e_tot_ha": -3548.11224, "multiplicity": 1, "lumo_energy_ev": -4.60, "orbital_gap_ev": 5.7794}